[1]
{
  "formula": "C4H10NOP",
  "method": "ωB97M-V with the def2-TZVPD basis set",
  "species": ["C", "C", "C", "C", "N", "O", "P", "H", "H", "H", "H", "H", "H", "H", "H", "H", "H"],
  "xyz": [[2.498, -0.179, 0.391], [1.696, 0.586, -0.540], [-1.233, 1.338, 0.870], [-1.341, 0.920, -0.531], [-1.486, -0.477, -0.720], [1.190, -0.545, 0.045], [-0.702, -1.698, 0.240], [3.233, -0.899, 0.220], [2.719, 0.253, 1.412], [1.691, 0.517, -1.598], [-0.816, 2.364, 0.908], [-0.657, 0.654, 1.429], [-2.198, 1.281, 1.466], [-1.140, 1.660, -1.265], [-1.503, -0.758, -1.664], [-1.896, -2.693, 0.144], [-0.056, -2.324, -0.808]],
  "mulliken_charge": [-0.230, -0.288, -0.815, -0.388, -0.304, -0.157, -0.064, 0.240, 0.176, 0.217, 0.258, 0.288, 0.252, 0.446, 0.314, 0.059, -0.003],
  "multiplicity": 1,
  "de_lowest_ev": 7.318,
  "orbital_gap_ev": [6.0, 9.4]
}



[2]
{
  "formula": "C7H18BBiF4I2OP2",
  "method": "ωB97M-V with the def2-TZVPD basis set",
  "species": ["I", "I", "Bi", "P", "C", "C", "H", "H", "H", "H", "H", "H", "C", "H", "H", "H", "P", "C", "C", "H", "H", "H", "C", "H", "H", "H", "H", "H", "H", "C", "O", "F", "B", "F", "F", "F"],
  "xyz": [[0.001, -1.149, -6.359], [0.000, 1.354, -5.187], [0.016, 0.972, -0.377], [-2.598, 0.221, 0.101], [-3.735, -0.009, -1.314], [-2.765, -1.356, 0.951], [-3.839, -1.514, 1.110], [-4.465, 1.226, 1.236], [-2.227, -1.287, 1.897], [-2.924, 1.458, 2.170], [-3.507, -0.947, -1.840], [-2.340, -2.144, 0.315], [-3.396, 1.478, 1.171], [-4.778, -0.058, -0.967], [-3.268, 2.477, 0.722], [-3.650, 0.830, -2.011], [2.596, 0.198, 0.114], [3.740, -0.037, -1.286], [3.426, 1.440, 1.171], [2.061, -1.340, 1.862], [3.753, -1.478, 1.278], [2.431, -2.190, 0.289], [2.703, -1.376, 0.976], [2.885, 1.500, 2.128], [4.460, 1.121, 1.360], [4.782, -0.083, -0.940], [3.648, 0.803, -1.980], [3.414, 2.428, 0.685], [3.505, -0.973, -1.810], [0.002, -0.713, -1.846], [-0.005, -1.125, -2.920], [-0.084, -0.849, 1.896], [0.005, 0.057, 3.040], [-1.298, 0.375, 3.397], [0.791, -0.559, 4.009], [0.655, 1.250, 2.559]],
  "mulliken_charge": [0.068, -0.047, 0.930, 0.513, -1.072, -0.959, 0.449, 0.408, 0.241, 0.321, 0.388, 0.369, -1.040, 0.406, 0.415, 0.400, 0.550, -1.050, -1.103, 0.241, 0.440, 0.385, -0.957, 0.320, 0.417, 0.397, 0.398, 0.404, 0.393, 0.316, -0.059, -0.367, 0.480, -0.351, -0.279, -0.366],
  "multiplicity": 1,
  "total_charge": 2,
  "orbital_gap_ev": 4.5
}